1.
67
Properties=species:S:1:pos:R:3 method="wB97M-V/def2-TZVPD" orbital_gap_ev="7.53 / 7.13" multiplicity=2 largest_force_ev_per_a=0.90 homo_ev="-5.102 / -4.701" energy_ha=-4297.15340 de_lowest_kj_mol=0.0 charge=-1 s_squared=1.09
Mn 1.76 0.44 -1.78
S 4.09 0.54 -0.76
C 3.68 -1.09 -0.97
N 2.52 -1.39 -1.51
C 2.31 -2.74 -1.64
C 1.19 -3.35 -2.22
C 1.15 -4.73 -2.28
C 2.19 -5.51 -1.77
C 3.31 -4.91 -1.21
C 3.36 -3.53 -1.15
S 4.63 -2.50 -0.54
H 0.40 -2.73 -2.61
H 0.28 -5.21 -2.72
H 2.13 -6.59 -1.83
H 4.12 -5.52 -0.83
C -2.29 3.52 2.03
C -2.72 2.98 0.67
C -3.96 2.09 0.82
C -3.03 4.13 -0.28
O -1.66 2.27 0.05
Si -0.87 0.87 0.41
O 0.26 0.63 -0.66
O -0.34 0.93 1.98
C 0.95 1.32 2.47
C 1.92 0.15 2.31
C 1.47 2.56 1.75
C 0.74 1.63 3.95
O -2.07 -0.27 0.44
C -2.02 -1.64 0.82
C -0.62 -2.21 0.72
C -2.96 -2.38 -0.13
C -2.53 -1.73 2.26
H -3.10 4.10 2.48
H -1.42 4.17 1.91
H -2.02 2.71 2.70
H -4.80 2.69 1.19
H -3.77 1.28 1.52
H -4.23 1.65 -0.14
H -3.83 4.77 0.12
H -3.34 3.75 -1.25
H -2.14 4.74 -0.43
H 2.01 -0.12 1.26
H 1.56 -0.71 2.88
H 2.91 0.42 2.67
H 1.70 2.33 0.71
H 2.37 2.93 2.23
H 0.71 3.35 1.77
H 0.31 0.76 4.46
H 0.07 2.47 4.08
H 1.69 1.87 4.43
H -0.19 -1.98 -0.26
H -0.63 -3.30 0.85
H 0.04 -1.79 1.48
H -2.58 -2.33 -1.15
H -3.95 -1.91 -0.11
H -3.07 -3.43 0.16
H -1.90 -1.12 2.91
H -2.51 -2.76 2.62
H -3.56 -1.36 2.32
F 2.39 0.45 -6.22
C 2.73 1.18 -5.14
F 3.32 2.30 -5.57
F 3.63 0.48 -4.44
S 1.24 1.57 -4.14
O 0.79 0.24 -3.68
O 0.41 2.30 -5.03
O 1.78 2.26 -2.96

=====

2.
20
Properties=species:S:1:pos:R:3 method="wB97M-V/def2-TZVPD" orbital_gap_ev=9.28 largest_force_ev_per_a=2.20 homo_ev=-9.360 energy_ha=-436.57746 de_lowest_kj_mol=182.7 smiles="[H]/N=N/C(=C)C.CC(N)=O"
H 1.13 2.15 -1.76
N 1.29 1.16 -1.56
N 0.18 0.57 -1.48
C 0.23 -0.79 -1.22
C -0.95 -1.41 -1.11
C 1.56 -1.47 -1.10
H -1.87 -0.87 -1.22
H -1.02 -2.47 -0.90
H 1.44 -2.56 -1.10
H 2.20 -1.16 -1.93
H 2.04 -1.16 -0.16
C 0.27 0.78 2.04
C -1.15 0.48 1.60
N -1.67 1.40 0.75
O -1.80 -0.44 2.03
H 0.23 1.38 2.94
H 0.83 1.31 1.28
H 0.76 -0.15 2.28
H -2.59 1.21 0.37
H -1.10 2.06 0.26

=====

3.
16
Properties=species:S:1:pos:R:3 method="wB97M-V/def2-TZVPD" orbital_gap_ev=9.53 largest_force_ev_per_a=1.33 homo_ev=-8.407 energy_ha=-234.55727 de_lowest_kj_mol=118.8 smiles="C=C/C(C)=C/C"
C -1.00 1.68 -1.43
C -1.23 0.55 -0.78
C -0.24 -0.20 0.04
C -0.82 -1.05 1.16
C 1.06 0.04 -0.06
C 2.05 -0.75 0.74
H 0.02 2.05 -1.41
H -1.72 2.34 -1.88
H -2.18 0.04 -0.89
H -0.35 -0.74 2.08
H -0.67 -2.12 1.02
H -1.87 -0.80 1.22
H 1.52 0.72 -0.76
H 3.08 -0.43 0.64
H 2.23 -1.76 0.33
H 1.82 -0.92 1.79

=====

4.
70
Properties=species:S:1:pos:R:3 method="wB97M-V/def2-TZVPD" orbital_gap_ev=9.35 largest_force_ev_per_a=0.77 homo_ev=-11.429 energy_ha=-1659.43781 de_lowest_kj_mol=33.9 smiles=N[C@@H]1[C@@H](O)[C@@H](O[C@@H]2[C@@H](O)[C@H](O[C@H]3O[C@H](C[NH3+])[C@@H](O)C[C@H]3N)[C@@H](N)C[C@H]2N)O[C@H](CO)[C@H]1O charge=+1
N -3.73 -2.74 -3.58
C -2.90 -2.40 -2.45
C -2.12 -3.58 -1.83
O -1.22 -4.15 -2.74
C -1.37 -3.10 -0.56
O -0.35 -2.24 -0.98
C 0.71 -2.01 -0.05
C 0.78 -0.51 0.23
O -0.26 -0.12 1.11
C 2.15 -0.10 0.80
O 2.18 1.27 1.19
C 1.94 2.25 0.23
O 0.56 2.54 0.11
C 0.00 3.02 1.32
C -1.51 3.12 1.11
N -1.93 1.91 0.37
C 0.64 4.36 1.73
O 0.01 4.75 2.92
C 2.15 4.13 1.89
C 2.73 3.52 0.59
N 4.13 3.18 0.65
C 3.33 -0.48 -0.11
N 4.37 -1.04 0.74
C 2.92 -1.51 -1.17
C 2.03 -2.62 -0.58
N 2.65 -3.39 0.49
O -2.24 -2.48 0.36
C -2.92 -1.36 -0.18
C -3.75 -0.72 0.94
O -4.21 0.56 0.56
C -3.79 -1.77 -1.37
O -4.43 -0.62 -1.88
H -4.37 -3.49 -3.34
H -3.16 -3.08 -4.35
H -2.17 -1.65 -2.79
H -2.82 -4.37 -1.54
H -0.48 -3.54 -2.85
H -0.96 -3.96 -0.02
H 0.47 -2.53 0.89
H 0.59 0.04 -0.70
H -0.17 -0.61 1.94
H 2.28 -0.63 1.76
H 2.24 1.92 -0.78
H 0.21 2.30 2.12
H -1.76 4.01 0.53
H -2.01 3.17 2.08
H -1.32 1.12 0.69
H -1.73 2.05 -0.62
H -2.94 1.59 0.49
H 0.46 5.09 0.93
H 0.45 5.53 3.27
H 2.31 3.43 2.71
H 2.65 5.07 2.11
H 2.59 4.23 -0.23
H 4.69 4.00 0.82
H 4.29 2.52 1.41
H 3.68 0.43 -0.63
H 5.19 -1.28 0.19
H 4.67 -0.36 1.43
H 2.38 -1.02 -1.98
H 3.82 -1.96 -1.59
H 1.75 -3.31 -1.38
H 3.20 -2.77 1.08
H 3.28 -4.07 0.10
H -2.18 -0.63 -0.55
H -4.59 -1.38 1.18
H -3.14 -0.60 1.83
H -4.68 0.45 -0.28
H -4.53 -2.51 -1.04
H -4.72 -0.84 -2.77

=====

5.
14
Properties=species:S:1:pos:R:3 method="wB97M-V/def2-TZVPD" orbital_gap_ev="7.77 / 7.79" largest_force_ev_per_a=0.66 homo_ev="-8.584 / -8.272" energy_ha=-324.58261 de_lowest_kj_mol=372.4
C 0.53 -2.23 -0.35
C 0.73 -0.74 -0.20
C 1.93 -0.10 -0.46
O 0.66 2.21 0.57
C -0.32 1.53 0.30
N -1.59 2.04 0.48
C -0.33 0.15 -0.23
H 0.25 -2.66 0.62
H 1.45 -2.71 -0.69
H -0.27 -2.45 -1.06
H 2.16 0.79 0.15
H -1.64 2.90 0.99
H -2.39 1.42 0.53
H -1.27 -0.20 -0.66

=====

6.
75
Properties=species:S:1:pos:R:3 method="wB97M-V/def2-TZVPD" orbital_gap_ev=7.04 largest_force_ev_per_a=0.61 homo_ev=-13.360 energy_ha=-4489.89007 de_lowest_kj_mol=194.8 charge=+2
Pt -0.78 -0.18 -0.09
C -4.95 3.09 1.01
C -3.55 3.11 0.48
C -2.87 4.28 0.18
C -1.59 4.21 -0.34
C -1.01 2.97 -0.54
Br 0.63 2.96 -1.44
N -1.62 1.82 -0.23
C -2.87 1.92 0.27
H -5.29 4.10 1.25
H -5.03 2.48 1.90
H -5.63 2.68 0.26
H -3.33 5.25 0.35
H -1.04 5.10 -0.62
H -3.34 0.99 0.53
O -2.67 -0.68 -0.22
C -3.25 -1.84 0.09
C -4.65 -1.83 0.20
C -5.33 -2.96 0.58
C -4.65 -4.15 0.87
C -3.28 -4.18 0.74
C -2.56 -3.04 0.33
C -1.15 -3.13 0.04
N -0.33 -2.12 -0.27
C 0.92 -2.67 -0.57
C 0.83 -4.01 -0.46
N -0.47 -4.28 -0.08
H -5.17 -0.91 -0.02
H -6.41 -2.93 0.66
H -5.19 -5.03 1.18
H -2.76 -5.10 0.97
H 1.74 -2.05 -0.88
H 1.56 -4.78 -0.62
H -0.86 -5.20 0.06
C 3.10 2.58 -5.28
O 3.30 2.09 -3.95
C 3.26 0.75 -3.75
C 3.03 -0.20 -4.73
C 3.06 -1.55 -4.39
C 3.32 -1.95 -3.09
C 3.54 -1.00 -2.10
C 3.50 0.34 -2.44
N 3.85 1.38 -1.54
C 3.92 1.45 -0.24
C 3.37 0.61 0.78
C 4.22 0.50 1.91
C 3.91 -0.31 2.97
C 2.68 -0.98 2.95
C 1.79 -0.81 1.91
C 2.09 -0.02 0.79
O 1.24 0.18 -0.21
H 3.14 3.67 -5.20
H 2.12 2.28 -5.65
H 3.88 2.23 -5.95
H 2.86 0.09 -5.76
H 2.89 -2.29 -5.16
H 3.37 -3.00 -2.85
H 3.80 -1.30 -1.10
H 4.20 2.19 -2.04
H 4.53 2.28 0.10
H 5.15 1.05 1.91
H 4.59 -0.43 3.80
H 2.41 -1.61 3.79
H 0.83 -1.29 1.97
C -1.13 1.20 4.45
C -1.86 0.11 3.99
C -1.73 -0.32 2.68
C -0.83 0.35 1.87
C -0.07 1.42 2.30
C -0.24 1.84 3.61
H -1.26 1.54 5.47
H -2.55 -0.40 4.65
H -2.30 -1.17 2.33
H 0.64 1.91 1.65
H 0.35 2.68 3.97